1.
2 unconnected molecules or ions with the total composition C23H22O4 at a distorted geometry, computed with ωB97M-V/def2-TZVPD.

Each line ends with the Mulliken charge.
Cartesian coordinates (Å):
C: 1.72347 0.09703 3.08612  0.167
H: -2.82365 -0.50363 1.86736  0.427
C: 1.22983 -1.33933 1.24845  -1.051
H: 1.03788 -2.33181 0.84404  0.867
C: 1.88235 -3.64756 -2.35451  -0.546
C: -3.15631 2.85309 1.31945  -0.446
C: 1.55720 -1.20090 2.57425  -1.258
O: 1.07586 -4.69956 -4.41069  -0.430
H: 2.52219 3.12239 2.74462  0.315
C: -2.58325 1.68331 -0.74092  -0.565
O: -1.64112 -0.47472 -0.49770  -0.748
O: -2.93940 3.99469 -0.84622  -0.415
H: 3.26096 2.06099 4.71016  0.258
C: -2.90225 2.86426 -0.07443  0.785
O: 2.09723 0.36953 4.36663  -0.530
C: -3.29010 5.24469 -0.22512  -0.833
H: -0.07704 -0.46215 -3.45169  0.359
C: 1.23988 1.09944 0.94523  -0.381
C: 1.83122 -2.54462 -1.52440  -0.439
C: 1.19846 -3.61974 -3.59677  0.894
H: 1.59168 2.15022 5.32906  0.294
C: 1.53827 1.25191 2.28259  0.854
C: 2.21216 1.83758 4.48364  -0.355
H: 2.55609 -6.03123 -3.72920  0.322
H: -2.57514 5.51696 0.56197  0.321
H: -3.24813 5.96920 -1.03619  0.235
H: 1.69311 -2.04902 3.23932  0.429
C: 0.55787 -2.42244 -4.01970  -0.686
C: 1.47711 -5.99997 -3.92738  -0.807
C: -3.13322 1.63368 2.00395  -0.481
H: 1.22618 -6.67740 -4.74199  0.244
C: -2.81779 0.45632 1.35971  -0.674
H: -3.37953 3.78877 1.83852  0.303
H: 2.40999 -2.54625 -0.60316  0.733
H: 2.43253 -4.54235 -2.05929  0.312
C: 0.79806 -0.30604 -0.99703  -0.633
C: 1.10462 -0.20528 0.38364  0.958
C: -2.31499 0.47482 -0.00784  0.289
H: 0.44537 0.60631 -1.48124  0.188
C: 1.76262 2.44811 3.14927  -0.673
H: 1.12272 1.96812 0.29672  0.414
H: 0.92006 -6.27602 -3.02192  0.358
H: -4.30307 5.20809 0.19603  0.348
H: -3.37340 1.62284 3.06741  0.356
H: -2.39446 1.70147 -1.80794  0.414
H: 0.83963 3.02330 3.28037  0.228
H: 0.09828 -2.40563 -5.00365  0.421
C: 0.47026 -1.35733 -3.16415  -0.706
C: 1.03975 -1.40415 -1.85536  0.565

Forces on the atoms, in the same order (eV/Å):
C 0.1 0.4 -0.4
H 0.1 0.1 0.1
C -0.1 0.4 -0.7
H -0.1 0.3 0.2
C -0.3 -0.1 -0.6
C 0.1 0.7 -0.6
C 0.2 0.5 0.7
O 0.2 0.3 0.4
H -0.1 -0.1 0.0
C 0.5 -0.1 0.5
O 0.5 -1.2 -0.8
O -0.2 0.7 0.3
H -0.2 -0.1 0.0
C -0.3 -0.5 0.8
O -0.4 0.5 -0.9
C 0.1 -0.8 -0.3
H 0.0 -0.2 0.0
C -0.1 -0.2 0.1
C -0.5 0.5 0.0
C -0.2 0.1 0.4
H 0.1 -0.2 -0.2
C 0.2 -1.3 0.2
C 0.2 -0.4 0.2
H -0.2 0.0 -0.1
H -0.1 -0.1 -0.1
H 0.0 0.0 0.1
H -0.1 0.1 -0.2
C 0.3 -0.9 0.0
C 0.0 0.5 -0.1
C -0.2 -0.1 -0.2
H 0.1 0.0 0.1
C 0.8 -0.1 -0.6
H 0.0 -0.4 -0.1
H -0.2 0.0 -0.3
H -0.1 0.4 -0.1
C -0.5 0.4 0.4
C 0.1 0.1 0.7
C -0.7 1.5 0.8
H 0.1 -0.2 0.2
C -0.2 0.5 0.0
H -0.1 -0.2 0.2
H 0.1 0.1 -0.2
H 0.2 0.0 -0.1
H 0.0 0.0 -0.2
H 0.1 0.0 0.0
H 0.1 -0.1 -0.1
H 0.0 0.0 0.2
C 0.2 0.0 0.6
C 0.2 -0.8 -0.8

Computed properties:
LUMO level = -1.614 eV
E_HOMO = -6.015 eV
Frontier orbital gap = 4.40 eV
Molar mass = 362.4 g/mol
Relative energy (zero: lowest compared OMol25 entry of this formula, charge and spin) = 2.947 eV
Energy = -1190.47234 hartree

---

2.
A molecular structure, C23H23BCl2F3N6O3Ti at a distorted geometry, computed with ωB97M-V/def2-TZVPD.

Each line ends with the Mulliken charge.
Cartesian coordinates (Å):
Ti: 0.22767 -1.09597 -0.19544  -0.914
C: -3.28696 0.77942 1.09103  -1.228
C: 1.38639 0.17238 3.59145  -0.107
H: 3.78813 -1.44739 -3.07954  0.435
H: -3.22867 0.08277 3.22775  0.485
H: -4.52593 -4.15197 -1.10212  0.363
C: -2.81698 0.13368 2.23228  -0.137
C: -0.99233 5.27066 -1.43941  -0.803
H: -1.35664 3.25345 -2.06499  0.468
F: -1.13599 7.81499 0.54041  -0.246
N: 0.69254 -0.52527 2.68701  -0.122
H: 1.66150 6.29108 0.40384  0.426
C: 2.10222 -3.53298 -3.06079  -1.755
C: -3.97492 -3.99194 -0.18563  -0.486
C: 1.80952 -2.13758 -2.55037  1.655
C: 0.42085 3.40183 -0.86712  0.175
H: -1.86911 5.67208 -1.92872  0.445
N: -1.38420 -0.27927 0.63371  1.033
Cl: -3.30723 -5.53595 0.33894  -0.137
H: -1.03782 -1.30628 3.96761  -0.074
H: 2.65323 -0.15200 -2.61551  0.267
N: 1.37363 -0.54659 1.50923  0.634
C: -2.35750 0.49126 0.11288  -0.618
C: 2.55694 0.62206 3.00254  -1.281
C: 0.27977 -4.12216 0.80893  -0.079
C: 1.27605 4.26441 -0.17812  -0.592
H: -2.32200 0.77783 -0.92425  0.674
Cl: -2.70719 -2.78826 -0.52088  0.080
C: 2.49724 0.14720 1.69931  -0.115
N: 0.11915 -2.81117 1.01764  0.725
C: 0.99615 5.61745 -0.11952  -0.775
C: -0.70625 3.91816 -1.51132  -0.429
H: -4.60716 -3.60537 0.60194  0.287
F: 0.62676 8.33906 -0.59075  -0.257
H: 1.41701 -4.26504 -2.63031  0.381
O: -0.01244 -1.69419 -4.02662  -0.534
H: 0.72876 -4.49180 -0.09787  0.369
B: -0.66879 -1.26504 2.83421  0.204
H: 2.15358 3.86793 0.31460  0.492
H: 2.50237 -0.95265 -4.18786  0.428
H: 2.79772 -2.26708 -0.81693  0.258
H: 1.01384 0.30923 4.59412  0.469
H: -0.23094 -5.90769 2.01774  0.502
H: 1.96896 -3.54012 -4.14148  0.421
H: -1.11861 -3.97981 3.74683  0.480
N: -0.46354 -2.67024 2.23117  -0.242
C: 0.62640 1.98363 -0.83549  0.818
H: 3.33529 1.20744 3.46063  0.449
C: -0.47472 7.57546 -0.60801  0.941
F: -1.25452 8.00601 -1.60828  -0.262
N: -1.68249 -0.49273 1.93572  -0.063
C: 2.75359 -1.10241 -3.13918  -1.580
C: -0.21027 -4.83899 1.89029  -1.319
O: 1.88137 -2.10141 -1.07062  0.019
C: -0.14201 6.11396 -0.73955  0.175
H: -4.17215 1.38491 0.99976  0.485
H: 3.12911 -3.82325 -2.83348  0.440
C: 0.75336 0.77349 -0.77892  -0.290
C: 0.36422 -1.75445 -2.90446  0.058
O: -0.37786 -1.50822 -1.80641  -0.477
H: 3.20195 0.28806 0.89635  0.508
C: -0.67002 -3.87463 2.77201  -0.124

Forces on the atoms, in the same order (eV/Å):
Ti 1.0 0.6 0.5
C -0.1 0.0 0.0
C 0.1 0.1 0.0
H 0.0 0.0 0.0
H 0.1 0.0 0.0
H 0.0 0.0 0.0
C -0.1 0.0 0.0
C 0.0 0.0 0.0
H 0.0 0.0 0.0
F 0.0 0.0 0.0
N 0.0 -0.3 0.1
H 0.0 0.0 0.0
C -0.1 -0.1 0.1
C 0.1 0.0 0.0
C 0.0 0.1 -0.2
C -0.1 -0.1 0.1
H 0.0 0.0 0.0
N -0.8 0.2 0.4
Cl 0.0 0.0 0.0
H 0.0 0.0 -0.1
H 0.0 0.0 0.0
N 0.3 0.3 0.4
C 0.1 -0.1 0.1
C 0.0 0.0 0.1
C -0.1 0.0 0.0
C 0.0 0.0 0.0
H 0.0 0.0 0.0
Cl -0.5 -0.3 0.0
C 0.0 0.0 0.1
N -0.3 -0.2 0.3
C 0.1 0.0 0.0
C 0.0 0.0 0.0
H 0.0 0.0 0.0
F 0.0 0.0 0.0
H 0.0 0.0 0.0
O -0.3 0.1 -0.1
H 0.0 0.1 0.0
B 0.2 0.2 -0.2
H 0.0 0.0 0.0
H 0.0 0.0 0.0
H -0.1 0.1 0.3
H 0.0 -0.1 0.0
H 0.0 0.1 0.0
H 0.0 0.0 0.0
H 0.0 0.1 0.0
N 0.0 -0.1 0.2
C 0.2 0.1 -0.2
H 0.0 0.0 0.0
C 0.0 0.0 0.0
F 0.0 0.0 0.0
N 0.0 -0.1 0.2
C 0.1 0.0 0.1
C 0.0 0.0 0.1
O 0.0 -0.1 -0.8
C 0.0 0.0 0.0
H 0.0 -0.1 0.0
H 0.0 0.0 0.0
C 0.2 0.2 0.0
C 0.5 -0.2 0.1
O -0.3 -0.4 -1.3
H -0.1 0.0 -0.1
C 0.0 -0.1 -0.1

Computed properties:
LUMO level = -4.243 eV
E_HOMO = -11.438 eV
Frontier orbital gap = 7.20 eV
Molar mass = 618.1 g/mol
Relative energy (zero: lowest compared OMol25 entry of this formula, charge and spin) = 0.545 eV
Energy = -3538.75436 hartree
Charge = +1

---

3.
A molecular structure, C23H23BrN4O3TcTe4, computed with ωB97M-V/def2-TZVPD.

Each line ends with the Mulliken spin population.
Cartesian coordinates (Å):
C: 0.62637 4.97574 1.92994  0.002
H: 2.98281 0.91139 4.04593  0.000
H: -2.62770 -1.14526 1.49707  0.002
O: 0.53617 2.33371 1.24589  0.014
Tc: 0.72908 0.51857 0.07032  1.018
O: -3.44838 0.23940 -0.33362  -0.005
H: -1.35646 -0.28582 2.40965  -0.001
N: -0.34018 1.69920 -1.29976  -0.046
C: -1.94250 3.15783 -3.02463  0.012
Te: 4.53280 3.34307 -0.45548  -0.007
C: -0.74387 -2.10375 1.44794  0.022
H: -3.54955 1.95223 -2.19239  -0.001
H: 2.35181 -2.69563 3.61459  0.001
N: 0.61009 -2.00630 1.52560  -0.032
Br: 1.90269 7.50289 1.56104  0.000
C: -2.22388 0.46339 -0.38623  -0.012
Te: 1.09329 -1.48314 -1.76761  -0.003
H: 0.06745 0.30042 3.91891  0.001
H: 1.48325 -5.16349 0.81018  0.000
Te: 2.95502 0.03333 -3.09369  0.007
C: -0.57779 3.40323 -2.94813  -0.009
C: 1.37031 -3.09170 1.26462  -0.012
C: -1.34443 4.63615 3.27093  0.000
H: 3.25900 -1.44760 4.46013  0.001
C: -0.34908 4.12815 2.44723  -0.004
H: 1.40223 4.56452 1.29474  0.000
O: -1.15667 1.91746 2.68334  0.001
C: 0.18923 2.65656 -2.07217  0.024
H: -0.42017 7.90352 3.30049  0.000
C: -1.31971 -3.33668 1.17533  0.002
C: -2.49391 2.18652 -2.20959  -0.012
C: -1.66833 1.47474 -1.35487  0.033
C: -0.33622 2.64241 2.11117  0.001
H: 1.96937 1.51781 2.71233  0.006
H: 3.64493 -1.80284 2.77425  -0.002
C: -1.37811 5.98953 3.57926  0.000
C: 0.82447 -4.33616 1.03206  0.004
H: 1.25427 2.81564 -1.95960  -0.009
N: -1.25008 -0.03820 0.35544  -0.001
H: 1.16029 -0.41823 5.12890  0.000
H: 3.45063 0.63521 2.36046  0.001
H: -0.10261 4.16580 -3.55065  0.000
H: -2.39662 -3.37181 1.08633  0.000
H: 0.13399 -1.46376 4.14070  0.001
C: 0.57717 6.31996 2.25478  -0.001
C: -0.55090 -4.46808 0.99470  -0.010
H: 2.41894 -2.87633 1.17591  0.003
C: 0.72686 -0.54172 4.13030  -0.003
Te: 3.38987 0.89958 -0.48804  -0.017
C: 2.60131 0.69563 3.04371  -0.011
N: 1.24620 -0.77447 1.71391  0.040
C: -1.57433 -0.85935 1.50415  -0.012
H: -2.16009 6.38680 4.21661  0.000
C: 2.82732 -1.71906 3.49284  0.004
H: -1.01382 -5.42146 0.77499  -0.001
H: -2.56574 3.72557 -3.70643  0.002
C: -0.41099 6.84654 3.07019  0.000
H: -2.08036 3.94248 3.65512  0.000
C: 1.83176 -0.61906 3.06614  0.005

Forces on the atoms, in the same order (eV/Å):
C 0.1 0.1 0.0
H 0.0 0.0 0.0
H 0.0 0.0 0.0
O -0.1 -0.2 0.1
Tc 0.4 -0.3 0.3
O -0.1 0.0 0.0
H 0.0 0.0 -0.1
N 0.0 0.2 -0.2
C 0.0 0.0 0.0
Te -0.1 0.0 -0.1
C -0.2 0.1 -0.3
H 0.0 0.0 0.0
H 0.0 0.0 0.0
N 0.0 0.0 0.4
Br 0.0 0.0 0.0
C 0.1 0.0 0.2
Te -0.1 -0.1 -0.2
H 0.0 0.0 0.0
H 0.0 0.0 0.0
Te 0.0 0.0 0.1
C 0.0 0.0 0.0
C 0.0 0.0 -0.2
C 0.0 0.1 0.0
H 0.0 0.0 0.0
C 0.0 0.1 0.1
H 0.0 0.0 0.0
O 0.1 0.0 0.1
C 0.0 0.0 0.1
H 0.0 0.0 0.0
C -0.1 0.1 0.0
C 0.0 -0.1 0.0
C 0.1 0.0 0.0
C -0.1 0.1 -0.2
H 0.0 0.0 0.0
H 0.0 0.0 0.0
C 0.0 0.0 0.0
C 0.2 0.1 0.0
H 0.0 0.0 0.0
N -0.1 0.0 0.1
H 0.0 0.0 0.0
H 0.0 0.0 0.1
H 0.0 0.0 0.0
H 0.0 0.0 0.0
H 0.0 0.0 0.0
C 0.0 0.0 0.0
C 0.0 -0.1 0.0
H 0.1 0.0 0.1
C 0.0 0.0 0.0
Te 0.0 0.0 0.2
C 0.0 0.1 0.0
N 0.0 0.1 -0.1
C 0.0 0.0 0.0
H 0.0 0.0 0.0
C -0.1 0.0 -0.1
H 0.0 0.0 0.0
H 0.0 0.0 0.0
C 0.0 0.0 0.0
H 0.0 0.0 0.0
C 0.0 -0.1 0.0

Computed properties:
LUMO level (spin up / spin down) = 4.071 / 4.069 eV
<S²> = 0.76
E_HOMO (spin up / spin down) = -0.745 / -0.574 eV
Frontier orbital gap (spin up / spin down) = 4.82 / 4.64 eV
Molar mass = 1091.8 g/mol
Relative energy (zero: lowest compared OMol25 entry of this formula, charge and spin) = 0.000 eV
Energy = -5062.03175 hartree
Multiplicity = 2
Charge = -2